A molecular structure, C30H47BLaO2P2 in a non-equilibrium geometry, computed with ωB97M-V/def2-TZVPD.

## Properties
charge: +1
LUMO level: -2.81 eV
multiplicity: 1

Atoms and positions in Å:
La: -0.411520 1.163160 1.176563
C: -0.706974 3.773049 1.359839
C: -1.762243 3.321889 0.499781
C: -2.211796 2.579385 2.654907
C: -0.976895 3.293076 2.687524
C: -2.700547 2.601933 1.309002
C: 0.559636 4.437731 0.943266
H: 0.637123 4.549798 -0.148251
H: 1.460440 3.879166 1.271138
H: 0.642883 5.443927 1.383713
C: -0.127351 3.438259 3.898604
H: 0.786721 4.010506 3.673412
H: 0.191912 2.465899 4.297291
H: -0.679676 3.961308 4.697245
C: -2.887019 1.996890 3.846053
H: -3.089513 2.784531 4.591328
H: -2.280734 1.230748 4.343899
H: -3.843501 1.528060 3.578797
C: -3.976335 1.979067 0.858955
H: -4.833522 2.602778 1.163970
H: -4.141631 0.981273 1.298078
H: -4.029626 1.870239 -0.233088
C: -1.877652 3.550899 -0.968471
H: -2.494874 4.434852 -1.192005
H: -2.344076 2.698357 -1.481898
H: -0.896614 3.717960 -1.431704
C: 3.566376 -1.771071 -3.860059
C: 3.530959 -0.632359 -4.570955
C: 2.931684 -0.438303 -5.929274
C: 1.798208 -1.414387 -6.337498
C: 0.722988 -1.641397 -5.312482
C: 0.666768 -2.648422 -4.429318
C: 1.763086 -3.616144 -4.095061
C: 3.210602 -3.134083 -4.375144
H: 3.716437 -0.497697 -6.703514
H: 2.237581 -2.360113 -6.683504
H: 2.541040 0.590495 -5.984168
H: 3.419154 -3.221301 -5.449936
H: 3.999332 -1.767476 -2.848487
H: 4.045314 0.258997 -4.184444
H: 3.879277 -3.847726 -3.865429
H: 1.678040 -3.880516 -3.028355
H: -0.283192 -2.852344 -3.915957
H: 1.616575 -4.560917 -4.646815
H: 1.304632 -0.959951 -7.213091
H: -0.134273 -0.959225 -5.404127
P: 1.292007 0.209005 -0.952775
P: -1.680545 -1.195362 -0.079470
C: 0.819475 -1.488783 -1.513332
C: -0.262845 -2.220993 -0.692280
H: 1.751562 -2.075606 -1.539814
H: 0.504868 -1.389252 -2.563626
H: -0.705432 -3.023215 -1.308900
H: 0.191207 -2.689411 0.193824
C: -2.623046 -2.333892 0.977314
H: -3.647442 -1.947278 1.086326
H: -2.167228 -2.373277 1.973340
H: -2.654101 -3.334170 0.522460
C: -2.726083 -1.100579 -1.580854
H: -2.849203 -2.094430 -2.038836
H: -2.271416 -0.420595 -2.316264
H: -3.716135 -0.698223 -1.319610
C: 2.925538 -0.045629 -0.161771
H: 3.303114 0.932035 0.170632
H: 3.639393 -0.497845 -0.863836
H: 2.806892 -0.687424 0.718642
C: 1.687671 1.081040 -2.499512
H: 0.776226 1.365100 -3.049345
H: 2.293863 0.430524 -3.139625
H: 2.257392 2.002483 -2.292830
O: 0.556726 -0.227070 3.834088
B: -0.510731 -0.753229 2.969814
O: -1.312311 -1.609799 3.789947
C: -0.776524 -1.606401 5.036519
C: -1.344074 -2.077274 6.198876
C: -0.825039 -1.598329 7.409965
C: 0.368941 -0.868105 7.428711
C: 1.032604 -0.561838 6.231727
C: 0.371339 -0.817842 5.047822
H: -2.192779 -2.747659 6.148083
H: -1.340610 -1.826467 8.340946
H: 0.793321 -0.543464 8.384321
H: 2.016202 -0.107545 6.208995

Cartesian forces (eV/Å) of the 2 atoms listed first:
La 0.7 0.3 0.8
C -0.9 -0.5 0.3

***

A molecular structure, C6H6ClF in a non-equilibrium geometry, computed with ωB97M-V/def2-TZVPD.

## Properties
charge: 0
LUMO level: -0.01 eV
multiplicity: 1
energy relative to the best compared isomer or geometry (same formula, charge and spin): 2.541 eV

Atoms and positions in Å:
C: 0.053752 2.116951 0.591749
C: -0.116459 0.644662 0.195875
C: -1.074797 -0.290501 0.129937
C: -0.656882 -1.620772 -0.340821
C: 0.823576 -1.386443 -0.326656
C: 1.079620 -0.114919 -0.120029
H: 0.030502 2.200116 1.760205
H: 1.302936 2.382958 0.092012
H: -0.712769 3.004109 0.288319
H: -2.159798 -0.294798 0.286857
H: 1.538162 -2.082371 -0.653357
H: 2.259122 -0.067637 -0.150604
F: -1.340741 -2.656180 0.285505
Cl: -1.026223 -1.835175 -2.038991

Cartesian forces (eV/Å) of the 2 atoms listed first:
C 1.7 1.9 0.0
C -0.4 0.8 0.4

***

A molecular structure, C28H44BCaF16N8O12S4 in a non-equilibrium geometry, computed with ωB97M-V/def2-TZVPD.

## Properties
charge: +1
LUMO level: -3.96 eV
multiplicity: 1

Atoms and positions in Å:
Ca: -0.024082 4.148276 0.921745
C: -2.505142 -2.663484 -0.249155
C: -3.979642 -2.269664 0.108115
N: -4.051142 -1.719594 1.374805
C: -3.358702 -0.598394 1.783665
C: -3.586292 -0.524034 3.154985
N: -4.459842 -1.463814 3.582915
C: -4.708302 -2.259374 2.468715
C: -4.828082 -1.790014 4.917715
H: -1.890842 -1.774094 -0.389565
H: -2.544382 -3.199444 -1.197475
H: -2.092362 -3.396504 0.443955
H: -4.631962 -3.111744 -0.123155
H: -4.290682 -1.510574 -0.609605
H: -2.821592 -0.036494 1.033885
H: -3.257992 0.229686 3.855355
H: -5.441622 -3.051684 2.498415
H: -4.731632 -0.918554 5.565295
H: -4.060502 -2.519404 5.176385
H: -5.857332 -2.137204 4.827115
C: 0.719108 -4.203714 -4.500705
C: 0.031218 -3.127864 -3.582635
N: 0.976028 -2.453584 -2.755745
C: 0.593888 -1.290934 -2.093385
C: 1.468448 -0.856564 -1.069755
N: 2.613618 -1.637064 -1.305735
C: 2.277608 -2.628554 -2.233745
C: 3.754258 -1.701244 -0.537595
H: 0.043988 -4.867864 -5.040345
H: 1.374918 -4.866204 -3.935795
H: 1.445398 -3.726434 -5.158585
H: -0.709802 -3.616124 -2.949715
H: -0.434032 -2.303034 -4.122335
H: -0.364042 -0.830864 -2.286005
H: 1.433418 0.034966 -0.461195
H: 2.981448 -3.424034 -2.429255
H: 4.571578 -1.113594 -0.955615
H: 4.011208 -2.730664 -0.287825
H: 3.722508 -1.153824 0.404435
C: 0.053678 -1.384524 2.621695
C: 1.471728 -1.944444 2.538155
N: 1.586428 -3.227064 3.315265
C: 1.605958 -3.348144 4.694465
C: 2.077548 -4.652134 4.889035
N: 2.197628 -5.353234 3.733205
C: 1.772898 -4.439494 2.790905
C: 2.651098 -6.695994 3.450315
H: 0.074128 -0.364544 2.237885
H: -0.480302 -1.388994 3.571925
H: -0.620262 -1.732964 1.839065
H: 2.164298 -1.308514 3.089555
H: 1.653498 -2.231224 1.502385
H: 1.352178 -2.580814 5.410855
H: 2.525388 -5.175404 5.720915
H: 1.849208 -4.668224 1.738165
H: 3.678938 -6.550194 3.118055
H: 2.065538 -7.265154 2.728325
H: 2.578198 -7.245724 4.388705
C: 2.889748 -1.129514 -6.926315
C: 2.832068 0.416676 -7.135765
N: 2.098748 1.060666 -6.011155
C: 2.580978 1.304536 -4.770665
C: 1.795298 2.141926 -4.054915
N: 0.751648 2.429896 -4.943955
C: 0.892638 1.740516 -6.115825
C: -0.351262 3.357446 -4.525025
H: 3.628228 -1.486574 -7.644125
H: 1.907318 -1.553624 -7.133835
H: 3.279878 -1.367334 -5.936695
H: 2.518488 0.580656 -8.166725
H: 3.825168 0.861186 -7.070405
H: 3.458498 0.816646 -4.372745
H: 1.873378 2.628316 -3.093805
H: 0.246538 1.647496 -6.976235
H: -0.099042 3.774046 -3.549875
H: -1.359102 2.951526 -4.612135
H: -0.450872 4.176956 -5.236775
B: -0.765112 1.894936 -0.200715
F: 0.361388 2.112346 -0.898095
F: -0.343542 1.832386 1.062035
F: -1.548172 3.006126 -0.236805
F: -1.350042 0.698766 -0.544495
C: 1.563148 1.383156 4.598365
F: 2.517418 1.230976 3.588865
F: 0.530558 0.517306 4.509725
F: 2.298458 1.143666 5.647255
S: 0.955068 3.255396 4.487755
O: 1.975068 4.095406 5.105315
O: 0.791118 3.621706 3.046325
O: -0.304512 3.359916 5.289205
C: 4.596508 2.705536 -0.846995
F: 5.663078 1.875526 -0.668225
F: 5.002128 3.975226 -1.036915
F: 3.913338 2.343056 -1.966445
S: 3.442008 2.611946 0.698485
O: 2.955758 1.186706 0.734265
O: 4.433788 2.858996 1.735565
O: 2.391218 3.650036 0.626335
C: -4.058972 5.660616 -1.309265
F: -4.392232 6.665906 -2.082245
F: -5.206072 5.131896 -0.751005
F: -3.202302 4.756446 -1.944795
S: -3.037442 6.504296 0.054625
O: -2.451422 7.690926 -0.616615
O: -3.814622 6.858156 1.291685
O: -1.924912 5.503006 0.410955
C: -4.598652 2.832536 2.163815
F: -5.516022 3.789596 1.878295
F: -5.151082 1.877006 2.823325
F: -4.120142 2.423656 0.954425
S: -3.111782 3.680446 3.191705
O: -3.583152 5.009306 3.568685
O: -2.955372 2.794716 4.325685
O: -1.919272 3.730986 2.365445

Cartesian forces (eV/Å) of the 2 atoms listed first:
Ca -0.7 1.1 2.2
C -1.0 -0.2 -0.4

***

A molecular structure, C7H20N2O in a non-equilibrium geometry, computed with ωB97M-V/def2-TZVPD.

## Properties
charge: 0
LUMO level: 0.41 eV
multiplicity: 1
energy relative to the best compared isomer or geometry (same formula, charge and spin): 4.694 eV

Atoms and positions in Å:
C: 0.536897 1.310458 0.496691
C: 0.252193 2.742481 0.973301
C: 1.759220 1.302270 -0.426541
C: 0.768846 0.379932 1.688954
C: -1.946629 0.784579 0.297726
N: -0.614701 0.797966 -0.322914
H: -0.650740 1.333027 -1.189672
H: 0.008987 3.399301 0.134345
H: 1.139259 3.143201 1.465411
H: -0.565626 2.780256 1.693480
H: 1.933191 0.295538 -0.801477
H: 2.639573 1.640775 0.119721
H: 1.614844 1.977604 -1.274925
H: -0.065757 0.400810 2.390976
H: 1.657772 0.706713 2.229309
H: 0.920038 -0.642113 1.348139
H: -2.653884 0.367244 -0.417765
H: -2.284542 1.782765 0.583701
H: -1.928016 0.141482 1.174572
C: 0.374837 -3.667789 0.212390
C: -0.723619 -0.927446 -2.238991
N: -0.224389 -0.915553 -0.872015
O: -0.672257 -3.084018 -0.476334
H: -0.816192 -1.600483 -0.274713
H: 0.706960 -3.082075 1.094468
H: 1.273470 -3.830766 -0.411194
H: 0.079651 -4.657345 0.604358
H: -1.792115 -0.685938 -2.341623
H: -0.589622 -1.948216 -2.594863
H: -0.137651 -0.244659 -2.864519

Cartesian forces (eV/Å) of the 2 atoms listed first:
C 0.2 0.0 0.1
C -0.1 -0.2 -0.1

***

A single C8H12N2S molecule in a non-equilibrium geometry, computed with ωB97M-V/def2-TZVPD.

## Properties
charge: 0
LUMO level: 0.80 eV
multiplicity: 1
energy relative to the best compared isomer or geometry (same formula, charge and spin): 3.383 eV

Atoms and positions in Å:
C: 2.656459 -1.025085 0.488897
C: 0.740868 -0.070557 -0.648651
C: 0.583585 1.073989 0.316308
C: -0.712677 1.831963 0.018300
C: -1.668872 0.671356 -0.063285
C: -3.767173 0.017761 -0.175846
C: -1.448115 -0.734879 0.000809
C: -0.151746 -1.305886 -0.258571
H: 3.510358 -1.646427 0.358006
H: 3.079662 -0.292224 1.462725
H: 1.828430 -1.761897 0.894581
H: 2.802144 0.396546 -1.238928
H: 0.421605 0.261435 -1.520029
H: 1.609383 1.667901 0.687851
H: 0.493784 0.709039 1.344616
H: -0.796351 2.455708 -0.920708
H: -0.985356 2.553581 0.952580
H: -4.907887 -0.164539 -0.441557
H: 0.357988 -1.665614 0.560468
H: 0.121012 -2.139622 -0.962950
N: 2.194764 -0.380948 -0.812409
N: -3.021619 1.054970 -0.105267
S: -2.940236 -1.506576 0.063051

Cartesian forces (eV/Å) of the 2 atoms listed first:
C -0.1 1.4 1.8
C 3.2 -1.0 2.9

***

A single C3H3NS3 molecule in a non-equilibrium geometry, computed with ωB97M-V/def2-TZVPD.

## Properties
charge: 0
LUMO level: -2.15 eV
multiplicity: 1
energy relative to the best compared isomer or geometry (same formula, charge and spin): 3.049 eV

Atoms and positions in Å:
C: 0.739086 -0.186578 -0.360182
C: -0.685885 -0.132068 0.247564
C: -0.674689 0.593883 1.455763
H: -0.075490 -0.917779 -1.959002
H: 1.733517 -0.802114 -2.087663
H: -0.152478 0.231867 2.422058
N: 0.868623 -0.953625 -1.356930
S: 2.000026 0.704478 0.251143
S: -2.231050 -0.385066 -0.390968
S: -1.521659 1.847002 1.778218

Cartesian forces (eV/Å) of the 2 atoms listed first:
C -0.1 2.3 3.5
C -1.1 0.1 -2.1

***

A single C10H23BO3Si molecule, computed with ωB97M-V/def2-TZVPD.

## Properties
charge: 0
LUMO level: 0.35 eV
multiplicity: 1

Atoms and positions in Å:
C: -1.220539 -1.084871 -4.971534
C: -0.711100 -0.816110 -3.555047
C: 0.722897 -0.283085 -3.526733
C: 1.063083 0.490085 -2.250900
C: 1.063848 -0.384075 -0.992869
Si: 1.055953 0.534034 0.654859
C: 1.199091 -0.749344 2.031280
C: 1.037759 -0.183036 3.449765
C: 0.449598 -1.187068 4.442361
C: -1.063683 -1.342465 4.488005
O: -1.594019 -2.249814 5.056085
O: -1.811142 -0.453891 3.794409
B: -0.556045 1.763745 0.857244
C: -1.034340 2.747700 -0.274517
O: -1.268209 1.736072 2.043147
H: -2.012147 -1.834563 -4.966075
H: -1.613542 -0.181167 -5.437809
H: -0.412594 -1.478971 -5.591539
H: -0.752163 -1.753121 -2.994314
H: -1.375497 -0.125428 -3.024919
H: 0.903773 0.356435 -4.395343
H: 1.411747 -1.131977 -3.593158
H: 0.357841 1.321496 -2.163529
H: 2.056355 0.929517 -2.373783
H: 1.971929 -0.997618 -0.995343
H: 0.223786 -1.086710 -0.988658
H: 2.281410 1.388231 0.710295
H: 2.188206 -1.207426 1.935375
H: 0.477568 -1.552369 1.845950
H: 2.017855 0.104319 3.833418
H: 0.447581 0.735886 3.422745
H: 0.783360 -0.972311 5.459905
H: 0.800761 -2.192913 4.205274
H: -1.335734 0.372759 3.628894
H: -0.214012 3.191661 -0.837773
H: -1.645369 2.178994 -0.988781
H: -1.674980 3.535471 0.131514
H: -2.219288 1.861924 1.932095

Cartesian forces (eV/Å) of the 2 atoms listed first:
C 0.0 -0.1 0.2
C 0.0 -0.2 0.0

***

A molecular structure, C6H18KO3 in a non-equilibrium geometry, computed with ωB97M-V/def2-TZVPD.

## Properties
charge: +1
LUMO level: -3.10 eV
multiplicity: 1
energy relative to the best compared isomer or geometry (same formula, charge and spin): 1.576 eV

Atoms and positions in Å:
K: -0.026813 0.635990 -0.665441
C: -0.688203 -3.784010 0.295609
C: -1.652953 -2.729050 -0.192031
O: -1.417113 -1.495180 0.490209
H: -0.815203 -4.631330 -0.378191
H: -1.058363 -4.072900 1.279289
H: 0.331867 -3.399930 0.288909
H: -2.674433 -3.062470 -0.008981
H: -1.562533 -2.567510 -1.266191
H: -1.807903 -1.552970 1.365159
C: -2.334963 4.290730 -1.669881
C: -1.394543 3.550870 -2.689741
O: -0.300873 3.061020 -2.106021
H: -2.595843 3.833490 -0.715431
H: -3.309873 4.431630 -2.136561
H: -1.869303 5.255370 -1.468061
H: -1.005603 4.127100 -3.529261
H: -1.968823 2.730150 -3.119521
H: 0.313587 3.795950 -2.043561
C: 3.530217 -1.551530 2.099149
C: 2.738867 -0.246920 1.942459
O: 1.454737 -0.541930 1.570359
H: 3.007817 -2.176650 2.823319
H: 4.612267 -1.507610 2.222969
H: 3.404347 -2.136720 1.188219
H: 3.216897 0.374940 1.185579
H: 2.766717 0.321210 2.872279
H: 1.106017 -0.951740 2.365379

Cartesian forces (eV/Å) of the 2 atoms listed first:
K 0.0 -0.1 0.2
C -0.9 0.0 -0.4

***

| no. | E_HOMO (eV) | Kohn-Sham gap (hartree) |
| --- | --- | --- |
| 1 | -10.27 | 0.274 |
| 2 | -8.96 | 0.329 |
| 3 | -8.37 | 0.162 |
| 4 | -6.95 | 0.271 |
| 5 | -8.52 | 0.342 |
| 6 | -8.83 | 0.245 |
| 7 | -9.69 | 0.369 |
| 8 | -13.74 | 0.391 |